C2H2N4 | ωB97M-V/def2-TZVPD

Geometry as XYZ:
```
8
C2H2N4 | the Open Molecules 2025 dataset | ωB97M-V/def2-TZVPD
C 0.4065 -0.7271 0.0704
C 1.7742 0.4997 -2.3252
N -0.3277 -0.6680 0.9924
N -1.3019 -0.4393 1.7505
N 1.6066 0.8401 -3.4470
N -1.3761 -0.8432 2.9297
H 1.8023 1.1358 -4.3895
H -2.3367 -0.4936 3.3755
```

* HOMO-LUMO gap: 0.34430 Eh
* multiplicity: 1
* energy: -296.22942 hartree

---

C2H2N4O | ωB97M-V/def2-TZVPD

Geometry as XYZ:
```
9
C2H2N4O | the Open Molecules 2025 dataset | ωB97M-V/def2-TZVPD
N 2.8370 0.8173 0.7581
C 2.8453 1.8621 0.2641
N 3.1487 3.0623 0.3261
O 2.9050 3.8977 -0.5011
N -0.6772 2.4941 0.3403
C -0.1871 1.4588 0.2206
N 0.1932 0.2041 0.0520
H 0.6283 0.0176 -0.9099
H 0.5770 -0.3444 0.9159
```

* HOMO-LUMO gap (alpha / beta): 0.28319 / 0.28228 Eh
* multiplicity: 1
* energy: -371.48844 hartree
* SMILES string: N#CN=O.N#CN

---

C2H2N4O | ωB97M-V/def2-TZVPD

Geometry as XYZ:
```
9
C2H2N4O | the Open Molecules 2025 dataset | ωB97M-V/def2-TZVPD
O 0.2507 -0.0022 1.8446
C 0.0231 0.3198 0.5457
C -1.0102 -0.2431 -0.1194
N -0.8144 -0.8571 -1.4119
N 0.2021 -0.3420 -2.1725
N 0.9580 0.5309 -1.5297
N 1.0846 0.6156 -0.1717
H 1.2249 0.2497 2.4227
H -1.9188 -0.2717 0.5922
```

* HOMO-LUMO gap: 0.33057 Eh
* multiplicity: 1
* energy: -371.48871 hartree
* SMILES string: Oc1cnnnn1